Record 1
Formula: C3H2NO3
Source: the OMol25 dataset
Level of theory: ωB97M-V/def2-TZVPD

```
! RIJCOSX wB97M-V def2-TZVPD def2/J DEFGRID3
* xyz -1 1
C -0.583 1.311 -0.315
C 0.434 -1.653 -0.283
C 0.278 0.517 0.594
N 0.657 -0.738 0.693
O -0.331 1.906 -1.325
O -0.539 -1.897 -1.081
O 0.438 1.607 1.693
H -1.624 1.270 0.254
H 1.271 -2.324 -0.229
*
```

Values from the calculation:
* relative energy (zero: lowest compared OMol25 entry of this formula, charge and spin): 69.1 kcal/mol
* LUMO level: 4.0 eV
* SMILES: O=C/N=C(/[O-])C=O



Record 2
Formula: C4H6N2
Source: the OMol25 dataset
Level of theory: ωB97M-V/def2-TZVPD

```
! RIJCOSX wB97M-V def2-TZVPD def2/J DEFGRID3
* xyz 2 3
C -0.890 1.138 -0.056
C -1.367 -1.024 0.007
C 0.463 1.475 -0.063
C 0.887 -0.098 -0.007
N -1.734 0.307 -0.134
N -0.105 -1.183 -0.112
H -2.485 -2.078 0.358
H 0.557 2.081 -1.041
H 1.051 1.986 0.713
H 1.749 -0.350 -0.768
H 1.371 -0.226 1.032
H 0.503 -2.028 0.071
*
```

Values from the calculation:
* ⟨S²⟩: 2.01
* relative energy (zero: lowest compared OMol25 entry of this formula, charge and spin): 142.0 kcal/mol
* LUMO level (spin up / spin down): -11.6 / -16.0 eV



Record 3
Formula: C6H11N
Source: the OMol25 dataset
Level of theory: ωB97M-V/def2-TZVPD

```
! RIJCOSX wB97M-V def2-TZVPD def2/J DEFGRID3
* xyz 0 1
C 1.796 0.583 1.135
N -0.946 0.256 1.718
C -0.570 0.087 0.383
C 0.721 0.030 0.211
C 1.261 -0.067 -1.272
C -1.889 -1.040 -1.395
C -1.536 0.077 -0.662
H 2.657 1.046 0.645
H 1.389 1.302 1.772
H 2.180 -0.223 1.745
H -1.860 0.715 2.136
H -0.642 -0.399 2.555
H 2.160 -0.604 -1.524
H 1.431 0.972 -1.818
H 0.510 -0.707 -1.848
H -2.945 -0.964 -1.718
H -1.487 -2.030 -1.263
H -2.230 0.966 -0.799
*
```

Values from the calculation:
* relative energy (zero: lowest compared OMol25 entry of this formula, charge and spin): 73.9 kcal/mol
* LUMO level: 1.0 eV
* SMILES: C=CC(N)=C(C)C



Record 4
Formula: C30H28I2N4OOsSi
Source: the OMol25 dataset
Level of theory: ωB97M-V/def2-TZVPD

```
! RIJCOSX wB97M-V def2-TZVPD def2/J DEFGRID3
* xyz 2 5
Os -0.493 -0.088 0.430
I -8.216 -1.394 -1.590
C -6.352 -1.190 -0.760
C -6.025 -1.923 0.395
C -4.794 -1.761 0.958
I -4.288 -2.803 2.671
C -3.800 -0.870 0.369
O -2.674 -0.742 0.905
C -4.171 -0.148 -0.840
C -3.213 0.793 -1.534
N -2.222 1.363 -0.614
C -1.499 2.519 -1.137
C -0.537 2.955 -0.065
C -0.192 4.275 0.122
C 0.670 4.615 1.157
C 1.146 3.618 1.993
C 0.764 2.317 1.758
N -0.057 1.981 0.740
C -5.420 -0.304 -1.352
H -6.744 -2.602 0.832
H -3.799 1.585 -2.008
H -2.679 0.275 -2.335
H -2.698 1.655 0.236
H -2.157 3.346 -1.409
H -0.973 2.213 -2.042
H -0.599 5.030 -0.538
H 0.948 5.650 1.318
H 1.806 3.838 2.822
H 1.121 1.512 2.381
H -5.713 0.261 -2.230
N -0.920 -2.516 -1.754
C -0.762 -3.029 -0.514
C -0.838 -4.409 -0.275
C -0.665 -4.884 0.996
C -0.442 -3.994 2.057
C -0.396 -2.666 1.774
N -0.533 -2.175 0.506
H -0.926 -3.135 -2.545
H -0.657 -1.559 -1.916
H -1.022 -5.076 -1.107
H -0.704 -5.951 1.182
H -0.316 -4.341 3.073
H -0.253 -1.933 2.557
C 4.414 -0.075 3.457
C 4.415 0.889 2.456
C 3.603 0.733 1.341
C 2.780 -0.392 1.206
C 2.807 -1.362 2.213
C 3.615 -1.204 3.333
Si 1.766 -0.594 -0.356
C 2.507 0.472 -1.691
C 3.760 0.055 -2.158
C 4.439 0.787 -3.121
C 3.877 1.948 -3.638
C 2.634 2.374 -3.192
C 1.961 1.638 -2.223
H 5.052 0.043 4.324
H 5.063 1.754 2.536
H 3.627 1.484 0.557
H 2.227 -2.274 2.112
H 3.634 -1.969 4.098
H 1.894 -1.994 -0.814
H 4.213 -0.852 -1.767
H 5.407 0.451 -3.470
H 4.407 2.519 -4.391
H 2.193 3.277 -3.598
H 0.996 1.982 -1.881
*
```

Values from the calculation:
* ⟨S²⟩: 6.04
* relative energy (zero: lowest compared OMol25 entry of this formula, charge and spin): 15.8 kcal/mol
* LUMO level (spin up / spin down): -5.5 / -8.0 eV



Record 5
Formula: C25H58BrClN7O10P
Source: the OMol25 dataset
Level of theory: ωB97M-V/def2-TZVPD

```
! RIJCOSX wB97M-V def2-TZVPD def2/J DEFGRID3
* xyz 0 1
C -4.565 -1.030 -0.234
O -3.119 -1.368 -0.365
C -2.470 -1.462 0.952
C -0.807 -1.576 0.848
N -0.340 -2.778 0.055
C -0.096 -0.151 0.404
O -0.347 0.801 1.496
C -0.918 2.070 1.017
Cl -2.554 1.887 0.128
C 0.156 2.978 0.121
O -0.531 3.860 -0.859
C -0.994 5.105 -0.216
P -1.329 3.088 2.627
O 0.114 3.757 3.334
Br -2.076 1.448 4.077
H -4.961 -0.894 -1.344
H -5.140 -1.895 0.324
H -4.731 0.015 0.317
H -2.734 -0.517 1.632
H -2.828 -2.401 1.596
H -0.455 -1.767 1.972
H -0.613 -2.738 -0.951
H -0.790 -3.614 0.520
H 1.076 -0.360 0.387
H -0.393 0.224 -0.663
H 0.882 2.288 -0.529
H 0.891 3.606 0.818
H -2.135 4.925 0.084
H -0.970 6.016 -0.955
H -0.403 5.377 0.766
H 0.137 3.412 4.288
C -2.107 -5.909 -0.649
O -1.759 -6.360 0.435
N -1.682 -6.366 -1.878
C -2.143 -5.777 -3.118
C -0.747 -7.470 -1.933
H -2.817 -5.069 -0.721
H -2.643 -6.548 -3.711
H -1.279 -5.393 -3.669
H -2.842 -4.958 -2.930
H -1.192 -8.339 -1.439
H 0.166 -7.190 -1.397
H -0.503 -7.719 -2.969
C -0.864 -2.956 -3.963
O -0.998 -3.130 -2.759
N -0.374 -1.811 -4.556
C -0.246 -1.683 -5.992
C 0.025 -0.701 -3.716
H -1.137 -3.736 -4.692
H 0.804 -1.501 -6.238
H -0.854 -0.837 -6.327
H -0.582 -2.590 -6.501
H 0.815 -1.035 -3.036
H -0.835 -0.375 -3.124
H 0.391 0.132 -4.324
C -0.830 -0.264 8.468
O -1.612 -1.011 7.893
N 0.185 0.448 7.863
C 1.071 1.313 8.614
C 0.373 0.327 6.433
H -0.884 -0.100 9.556
H 0.981 2.332 8.227
H 2.098 0.961 8.489
H 0.817 1.309 9.678
H -0.544 0.643 5.925
H 0.568 -0.721 6.186
H 1.210 0.946 6.099
C 2.870 0.244 -6.708
O 2.204 -0.542 -7.370
N 4.173 0.045 -6.306
C 4.894 1.027 -5.522
C 4.844 -1.183 -6.677
H 2.456 1.209 -6.373
H 5.781 1.342 -6.080
H 5.199 0.570 -4.576
H 4.271 1.901 -5.314
H 4.864 -1.262 -7.768
H 4.284 -2.031 -6.272
H 5.866 -1.197 -6.289
C 6.322 4.294 -6.908
O 6.482 3.131 -6.558
N 5.298 4.754 -7.708
C 5.178 6.149 -8.078
C 4.311 3.814 -8.195
H 7.016 5.090 -6.593
H 4.218 6.529 -7.716
H 5.219 6.230 -9.168
H 5.986 6.743 -7.643
H 3.819 3.339 -7.341
H 4.814 3.042 -8.785
H 3.566 4.322 -8.814
C -3.137 -0.604 11.020
O -2.019 -0.462 11.499
N -4.148 0.332 11.062
C -5.447 0.087 10.469
C -3.907 1.600 11.718
H -3.426 -1.530 10.498
H -5.635 0.846 9.704
H -6.210 0.155 11.250
H -5.491 -0.904 10.010
H -3.069 2.102 11.225
H -3.641 1.415 12.763
H -4.796 2.235 11.671
*
```

Values from the calculation:
* LUMO level: 0.2 eV
* SMILES: COC[C@@H](N)CO[C@](Cl)(COC)P(O)Br.CN(C)C=O.CN(C)C=O.CN(C)C=O.CN(C)C=O.CN(C)C=O.CN(C)C=O



Record 6
Formula: CH7NS2
Source: the OMol25 dataset
Level of theory: ωB97M-V/def2-TZVPD

```
! RIJCOSX wB97M-V def2-TZVPD def2/J DEFGRID3
* xyz 0 1
N 2.505 -1.012 -0.183
H 2.558 -2.010 -0.069
H 2.034 -0.807 -1.048
H 3.432 -0.607 -0.153
C -2.144 0.874 -0.435
S -1.578 -0.647 0.375
S -0.453 -0.047 1.977
H -1.725 0.865 -1.439
H -1.870 1.774 0.106
H -3.222 0.856 -0.545
H 0.464 0.760 1.415
*
```

Values from the calculation:
* relative energy (zero: lowest compared OMol25 entry of this formula, charge and spin): 6.1 kcal/mol
* LUMO level: 0.7 eV
* SMILES: CSS.N



Record 7
Formula: CH2ClN2O2
Source: the OMol25 dataset
Level of theory: ωB97M-V/def2-TZVPD

```
! RIJCOSX wB97M-V def2-TZVPD def2/J DEFGRID3
* xyz -1 1
C 0.635 -0.552 -0.337
N -0.550 -0.728 0.139
N -1.468 0.245 -0.017
O -2.535 0.062 0.558
O -1.233 1.215 -0.735
Cl 1.730 -1.824 -0.261
H 1.000 0.365 -0.793
H 2.420 1.218 1.447
*
```

Values from the calculation:
* relative energy (zero: lowest compared OMol25 entry of this formula, charge and spin): 99.6 kcal/mol
* LUMO level (spin up / spin down): 2.6 / 3.5 eV



Record 8
Formula: C34H57N3O2ScSeSi
Source: the OMol25 dataset
Level of theory: ωB97M-V/def2-TZVPD

```
! RIJCOSX wB97M-V def2-TZVPD def2/J DEFGRID3
* xyz 1 1
O 0.670 -2.261 0.865
O -2.339 -2.416 -5.309
C 1.926 -2.148 0.019
C 2.806 -3.348 0.254
H 2.391 -1.211 0.332
H 1.590 -2.026 -1.013
H 3.290 -3.232 1.227
H 3.597 -3.363 -0.491
H 2.252 -4.287 0.243
C -0.420 -3.099 0.250
C -0.152 -3.567 -1.185
H -1.316 -2.463 0.270
H -0.557 -3.948 0.942
H -0.224 -2.750 -1.920
H -0.943 -4.289 -1.459
H 0.829 -4.060 -1.288
C -3.018 -1.953 -4.147
C -1.425 -1.436 -5.796
C -3.683 -3.120 -3.440
H -3.787 -1.200 -4.407
H -2.294 -1.472 -3.457
H -4.194 -3.777 -4.146
H -4.404 -2.736 -2.719
H -2.949 -3.721 -2.893
C -0.671 -1.986 -6.994
H -0.694 -1.192 -4.997
H -1.940 -0.498 -6.092
H -0.119 -2.893 -6.717
H 0.043 -1.235 -7.346
H -1.359 -2.231 -7.812
H -0.157 1.118 -1.617
N 1.712 0.819 2.142
C 1.638 2.149 2.332
C 0.488 2.887 2.050
C -0.789 2.349 1.884
C 2.843 2.855 2.898
H 3.714 2.779 2.235
H 3.149 2.446 3.876
H 2.606 3.921 3.033
C -1.948 3.318 1.759
H -2.459 3.442 2.732
H -2.693 2.996 1.017
H -1.572 4.312 1.464
N -1.034 1.018 1.924
C 2.971 0.168 2.394
C 4.003 0.185 1.427
C 3.938 1.040 0.191
C 5.024 -0.758 1.565
H 5.795 -0.808 0.796
C 5.031 -1.642 2.657
H 5.817 -2.391 2.719
C 4.078 -1.544 3.668
H 4.086 -2.207 4.538
C 3.091 -0.570 3.588
C 2.121 -0.300 4.700
C -2.377 0.634 2.294
C -3.358 0.368 1.309
C -3.024 0.506 -0.153
C -4.643 0.010 1.710
H -5.385 -0.240 0.944
C -4.978 -0.004 3.067
H -5.989 -0.273 3.366
C -4.030 0.337 4.029
H -4.286 0.346 5.095
C -2.736 0.680 3.660
C -1.748 1.146 4.684
Sc 0.225 -0.724 2.090
H 3.376 0.550 -0.626
H 4.963 1.196 -0.180
H 3.494 2.029 0.358
H 1.956 0.778 4.863
H 2.522 -0.701 5.638
H 1.140 -0.797 4.557
H -3.956 0.582 -0.745
H -2.467 -0.375 -0.535
H -2.425 1.407 -0.383
H -0.813 0.566 4.686
H -2.181 1.028 5.683
H -1.485 2.208 4.569
H 0.580 3.980 2.060
C 0.233 0.987 -2.609
Si 0.329 2.768 -3.180
H 1.190 0.449 -2.595
H -0.517 0.445 -3.203
C 1.604 3.000 -4.519
C 0.796 3.726 -1.633
C -1.449 3.161 -3.711
H -1.983 2.232 -3.973
H -1.418 3.809 -4.591
H -1.994 3.661 -2.897
H 2.606 2.760 -4.128
H 1.573 4.052 -4.832
H 1.377 2.344 -5.373
H 1.591 3.219 -1.061
H -0.082 3.805 -0.970
H 1.142 4.735 -1.904
Se -0.791 -4.774 4.752
C -0.576 -3.176 4.072
N -0.364 -2.101 3.572
*
```

Values from the calculation:
* LUMO level: -3.3 eV



Record 9
Formula: C24H31F5NPS3Zn
Source: the OMol25 dataset
Level of theory: ωB97M-V/def2-TZVPD

```
! RIJCOSX wB97M-V def2-TZVPD def2/J DEFGRID3
* xyz -2 1
Zn 0.388 0.000 0.760
S -0.418 0.995 2.756
C 0.974 0.685 3.775
C 0.889 1.116 5.107
C 1.942 0.999 5.998
C 3.136 0.435 5.566
C 3.229 -0.030 4.266
C 2.170 0.060 3.349
S 2.442 -0.636 1.761
H -0.045 1.561 5.428
H 1.833 1.351 7.019
H 3.988 0.361 6.234
H 4.148 -0.485 3.914
C -3.342 -4.303 1.306
C -2.335 -3.157 1.426
C -1.032 -3.653 2.075
C -2.918 -2.105 2.378
P -1.826 -2.210 -0.189
N -0.504 -1.468 -0.089
C -3.365 -1.165 -0.707
C -3.101 -0.739 -2.158
C -3.360 0.122 0.126
C -4.745 -1.820 -0.618
C -1.609 -3.572 -1.546
C -0.664 -4.610 -0.924
C -2.855 -4.276 -2.083
C -0.827 -2.932 -2.705
H -3.566 -4.679 2.311
H -2.956 -5.140 0.723
H -4.279 -3.973 0.854
H -1.137 -3.663 3.164
H -0.212 -2.973 1.829
H -0.759 -4.659 1.756
H -2.989 -2.524 3.387
H -3.920 -1.795 2.080
H -2.269 -1.230 2.431
H -2.076 -0.380 -2.256
H -3.770 0.083 -2.430
H -3.270 -1.556 -2.861
H -2.357 0.539 0.173
H -3.711 -0.029 1.146
H -4.005 0.870 -0.346
H -4.793 -2.759 -1.173
H -5.488 -1.136 -1.044
H -5.033 -2.014 0.415
H -1.173 -5.262 -0.215
H 0.152 -4.094 -0.416
H -0.237 -5.244 -1.710
H -3.458 -4.714 -1.286
H -2.546 -5.086 -2.756
H -3.487 -3.598 -2.657
H -0.114 -2.215 -2.293
H -1.474 -2.418 -3.414
H -0.274 -3.705 -3.251
F 2.232 7.123 -0.988
C 1.695 5.885 -1.028
C 2.257 4.847 -0.305
F 3.352 5.102 0.431
C 1.712 3.582 -0.358
F 2.287 2.623 0.362
C 0.603 3.261 -1.167
S -0.004 1.675 -1.354
C 0.052 4.355 -1.860
F -1.027 4.171 -2.638
C 0.581 5.628 -1.804
F 0.024 6.634 -2.508
*
```

Values from the calculation:
* relative energy (zero: lowest compared OMol25 entry of this formula, charge and spin): 5.5 kcal/mol
* LUMO level: 4.4 eV



Record 10
Formula: C17H36F3N10O3ReS
Source: the OMol25 dataset
Level of theory: ωB97M-V/def2-TZVPD

```
! RIJCOSX wB97M-V def2-TZVPD def2/J DEFGRID3
* xyz 3 4
Re 0.471 -0.052 -0.042
N -0.925 -1.156 1.124
C -0.700 -2.640 1.041
C -0.272 -2.987 -0.371
N 0.726 -1.990 -0.936
C 0.477 -1.798 -2.410
C -0.817 -1.030 -2.621
N -0.965 0.076 -1.587
C 2.145 -2.411 -0.696
C 2.515 -2.217 0.762
N 2.087 -0.832 1.224
H -1.892 -0.940 0.710
H -1.016 -0.903 2.108
H 0.029 -2.917 1.799
H -1.635 -3.154 1.275
H 0.160 -3.987 -0.416
H -1.154 -2.977 -1.013
H 1.334 -1.255 -2.806
H 0.432 -2.769 -2.907
H -0.826 -0.597 -3.620
H -1.699 -1.663 -2.526
H -1.047 0.973 -2.061
H -1.926 -0.062 -1.097
H 2.280 -3.454 -0.987
H 2.780 -1.805 -1.342
H 2.028 -2.945 1.402
H 3.589 -2.338 0.904
H 1.843 -0.880 2.214
H 2.893 -0.209 1.201
C 0.528 1.689 2.510
N 0.175 2.850 3.248
C -1.288 3.004 3.282
N -1.809 3.159 1.920
C -1.522 2.001 1.153
N 0.020 1.744 1.051
C 0.603 3.057 0.469
N 0.254 4.190 1.251
C 0.769 4.037 2.617
C -1.206 4.342 1.301
H 0.086 0.804 2.979
H 1.617 1.596 2.468
H -1.538 3.886 3.867
H -1.742 2.133 3.757
H -1.898 2.113 0.134
H -1.982 1.128 1.612
H 0.200 3.161 -0.540
H 1.687 2.937 0.431
H 0.510 4.918 3.199
H 1.855 3.940 2.596
H -1.601 4.474 0.292
H -1.454 5.223 1.888
C 2.904 2.967 -4.117
N 2.786 2.084 -2.938
C 3.836 1.583 -2.210
C 3.297 0.859 -1.201
N 1.905 0.912 -1.295
C 1.659 1.672 -2.376
H 3.751 2.637 -4.712
H 3.057 3.991 -3.786
H 1.995 2.893 -4.708
H 4.864 1.777 -2.470
H 3.832 0.318 -0.442
H 0.692 1.947 -2.762
F -6.202 -2.294 -1.389
C -5.473 -1.248 -1.071
F -6.069 -0.526 -0.140
F -5.253 -0.495 -2.150
S -3.839 -1.825 -0.451
O -3.227 -2.560 -1.538
O -3.989 -2.496 0.803
O -3.093 -0.514 -0.246
*
```

Values from the calculation:
* ⟨S²⟩: 3.77
* relative energy (zero: lowest compared OMol25 entry of this formula, charge and spin): 4.4 kcal/mol
* LUMO level (spin up / spin down): -8.8 / -11.6 eV



no.,F_max (eV/Å)
1,7.56
2,8.83
3,6.23
4,0.65
5,3.55
6,0.66
7,2.14
8,2.43
9,0.86
10,0.37